No. 1
124
Properties=species:S:1:pos:R:3:forces:R:3 method="wB97M-V/def2-TZVPD" homo_lumo_gap_ev=9.7 homo_energy_ev=-9.36 e_above_lowest_kj_mol=0.0
O -0.602844 -0.151788 -1.255921 -0.186 -0.522 0.771
O 4.524284 -1.578820 1.436966 0.863 0.834 0.347
O -1.506733 1.668692 -1.940916 -0.669 -0.667 0.174
O 0.856121 5.677527 2.698874 0.074 -0.081 0.935
O 0.488555 1.109406 -2.791576 0.131 -0.592 -0.077
O 0.590560 -6.491191 -1.845273 -0.557 0.135 0.238
O -5.619605 4.496566 -6.759107 -0.436 0.851 -0.596
O 3.792304 -3.697071 1.315933 -0.128 0.145 0.241
O -2.133408 -0.335093 3.385861 -0.239 0.000 -0.814
O -5.207743 5.654517 -5.016976 -0.201 0.557 -0.024
O -3.105273 2.715866 4.920291 -0.881 0.461 -0.209
O 1.308902 5.043736 0.586982 0.627 -0.156 -0.067
O 1.350588 -0.649735 5.416804 -0.419 0.118 -0.172
O 1.864265 -7.265606 -3.501503 1.470 0.169 -1.416
O -0.331682 4.131725 1.821692 0.033 -0.077 0.974
O 2.677066 -5.758394 -2.163807 0.317 0.502 -0.832
O 3.499896 3.638155 3.915288 -0.345 -0.028 0.493
O -5.101753 3.411289 -4.839608 -0.286 -0.062 -0.198
O -0.698765 -2.480122 1.768654 -0.985 0.347 0.107
O 5.073715 -2.918258 3.011897 -0.101 0.468 0.191
O 2.476629 0.948077 3.408682 0.321 -0.475 -1.007
N -1.927496 -1.006947 -6.177089 0.126 -0.099 -0.014
N 2.464964 -0.022213 -7.021353 0.217 0.049 -0.326
N -1.511979 -3.714803 -2.476660 -0.047 0.140 0.004
C -2.929645 0.831466 3.483396 -0.272 0.053 0.759
C 1.329166 -1.092723 -4.943429 0.541 -1.191 -0.149
C 3.817223 -1.067761 0.318308 0.283 0.170 0.073
C -2.906960 -0.672134 -5.683376 -0.546 0.065 0.574
C -5.322158 4.414762 -5.475327 0.818 -0.482 0.255
C 1.262679 -0.944903 4.031598 0.815 0.119 -0.082
C -1.219611 -3.905565 -3.569910 0.358 -0.257 -0.642
C -4.179328 -0.233414 -5.069997 0.677 -0.356 -0.229
C -1.980835 -2.535944 2.366738 -0.642 -0.730 0.142
C 1.964232 -0.503549 -6.111696 -0.483 0.496 0.333
C -0.174769 -3.771287 1.510196 1.085 0.643 0.032
C -1.712092 2.639226 -2.965860 0.459 0.572 0.304
C 1.136364 -1.798577 6.192120 -0.170 -0.375 -0.191
C -5.612141 3.374053 -7.600871 0.209 -1.377 -0.471
C 0.390228 -1.154794 -1.235668 1.623 -0.695 -1.291
C -2.206504 1.766601 4.449610 0.566 -0.398 -0.374
C 2.039436 6.435998 2.829324 1.238 0.141 0.650
C 4.388120 -2.804756 1.875133 -0.077 -0.828 -0.376
C -2.686085 3.481614 6.026070 0.206 -0.245 -0.131
C 2.728807 1.947392 2.461562 -0.173 0.583 0.350
C -5.094191 5.791007 -3.602020 -0.295 -0.303 0.407
C 0.712493 4.939389 1.623259 -0.784 0.007 -1.220
C 3.910566 2.811318 2.840229 0.471 -0.319 0.451
C -0.443421 0.854566 -2.073143 0.011 1.721 -0.601
C -0.768477 3.258537 0.811760 -0.790 -0.030 -1.267
C 1.204693 0.321863 3.192465 0.357 0.198 2.353
C 2.420799 -4.713414 -1.196305 0.291 -0.971 0.182
C 4.581951 4.302102 4.542915 0.090 0.671 -1.963
C -0.865076 -4.230041 -4.979242 -0.172 0.263 1.370
C -2.708299 -1.228666 2.427440 1.003 1.265 -0.187
C 4.992078 -4.186314 3.655521 0.016 -0.352 -0.292
C 1.626057 -6.500966 -2.454154 -0.754 0.037 0.508
C 0.787793 -7.931741 -4.122574 -1.467 -1.003 1.622
H -1.856989 3.219004 0.877180 0.063 -0.150 0.335
H 0.214537 -4.197002 -5.107156 0.013 0.023 0.017
H 0.275139 -0.870590 -4.818737 0.070 0.387 -0.147
H 4.224300 3.356807 1.939899 -0.127 0.435 0.124
H 0.173083 -2.257432 5.933775 -0.181 0.148 0.269
H 0.710699 -1.420890 -0.232897 -0.713 -0.050 0.158
H -3.168732 1.352959 2.547671 0.726 -0.176 -0.382
H 2.953934 5.893494 2.580721 -0.366 -0.215 -0.752
H -2.616004 -0.781547 1.426797 -0.131 0.105 0.004
H -6.015150 5.426061 -3.146965 0.118 -0.143 0.132
H -2.198762 2.223043 -3.846956 0.214 -0.206 -0.011
H 2.936631 -0.589238 0.745523 -0.323 -0.198 -0.573
H -4.794403 2.693612 -7.361493 0.017 0.058 0.173
H 0.474288 -4.055696 2.346847 -0.121 -0.258 -0.011
H 1.308423 -0.886596 -1.772306 -0.122 0.862 0.252
H -1.205561 -5.252470 -5.123957 -0.133 0.093 -0.482
H 4.233056 4.987642 5.308513 -0.173 -0.408 0.286
H -2.820166 2.897862 6.942418 0.357 0.028 0.086
H -4.910643 -1.033639 -5.165841 -0.144 0.169 -0.351
H 3.655467 -1.804449 -0.466783 -0.416 -0.203 0.310
H 1.176302 -1.518773 7.241373 -0.112 0.039 0.007
H -1.649716 3.797672 5.875685 0.048 0.010 0.310
H 0.465421 -3.603232 0.643110 -0.011 -0.506 -0.041
H 0.918597 0.053804 2.173175 0.293 0.305 -0.237
H 4.462420 -0.304845 -0.116840 -0.041 0.077 0.170
H 1.415200 -2.171403 -5.121136 -0.148 0.002 0.222
H 1.907003 2.682341 2.461356 -0.216 -0.245 -0.218
H 1.866388 -2.602312 6.020409 0.322 0.246 -0.095
H -0.586827 3.625574 -0.201178 0.460 0.160 0.207
H -1.713957 1.196500 5.248070 -0.378 -0.176 0.137
H 0.535991 1.040846 3.673356 -0.769 -0.292 -0.530
H -5.486883 3.666123 -8.641735 0.174 0.613 0.212
H 5.403578 3.649551 4.845757 -0.281 -0.230 0.391
H -4.998755 6.840212 -3.340903 0.102 0.091 -0.439
H 2.207286 -5.257498 -0.280468 -0.046 0.623 0.340
H 3.349014 -4.160314 -1.134087 0.000 -0.035 0.147
H -1.335221 -3.473712 -5.602793 -0.052 -0.274 -0.333
H -2.372277 3.398046 -2.549301 -0.008 -0.122 0.110
H 2.223410 6.588600 3.893851 -0.679 0.297 0.046
H 1.910139 -0.883580 -4.048427 -0.164 0.280 0.007
H 4.805721 2.293984 3.204055 -0.168 -0.623 -0.319
H 5.442811 -4.103173 4.640473 0.028 0.280 -0.078
H -3.773995 -1.290987 2.664049 -0.032 -0.674 -0.063
H -3.940703 0.557729 3.813812 0.097 -0.014 0.616
H 2.228268 -1.400686 3.773677 -0.105 -0.402 -0.294
H 5.560702 -4.901788 3.057712 -0.243 -0.173 0.143
H 0.798063 -7.977526 -5.206258 0.601 0.522 0.003
H -2.632540 -3.160413 1.741296 0.075 -0.241 0.051
H -1.931554 -3.000147 3.359097 0.089 0.020 0.078
H -4.082004 -0.069049 -3.998707 0.306 0.226 -0.047
H -0.375124 2.245194 0.886415 0.239 0.087 0.316
H -0.899464 -4.560787 1.308588 -0.232 0.249 -0.061
H -4.453788 0.685581 -5.582231 -0.439 0.005 0.199
H 1.591344 -4.067767 -1.480534 -0.094 -0.175 -0.146
H -3.311288 4.368289 6.115057 -0.084 -0.038 -0.234
H -6.538752 2.797039 -7.607347 -0.144 0.191 0.570
H 0.089262 -1.991861 -1.867573 -0.633 -0.256 0.756
H 0.760335 -8.954937 -3.731333 0.182 -0.040 -0.281
H 1.994407 7.387760 2.305694 -0.124 -0.075 -0.111
H 3.947841 -4.484597 3.751426 0.114 -0.144 -0.061
H -1.367072 2.214619 3.895568 -0.118 0.320 0.052
H -0.747837 3.095118 -3.187767 -0.146 0.014 -0.373
H 2.808230 1.512951 1.459015 0.211 0.168 -0.088
H -0.143073 -7.511100 -3.727576 0.019 0.172 -0.457
H -4.240103 5.238733 -3.217233 -0.014 -0.067 -0.040
H 4.986157 4.929307 3.732223 0.489 0.277 0.350
H 0.450234 -1.634864 3.800692 -0.180 0.118 0.050

No. 2
18
Properties=species:S:1:pos:R:3:forces:R:3 method="wB97M-V/def2-TZVPD" homo_lumo_gap_ev=10.8 homo_energy_ev=-9.63 e_above_lowest_kj_mol=58.2
O 0.915368 0.113638 0.711938 -0.086 -0.017 0.133
C -0.335983 1.657365 -0.703369 0.025 0.058 -0.011
C -1.315841 -0.464473 0.218847 -0.017 0.061 -0.029
C -1.179772 -1.968787 0.427082 0.019 -0.036 0.007
C 2.238078 0.435729 0.350827 0.233 0.069 -0.078
C -0.056027 0.207530 -0.318968 -0.195 0.007 -0.133
H -1.550036 0.025513 1.173362 -0.022 -0.059 -0.145
H -0.964572 -2.481578 -0.518717 -0.017 0.081 0.148
H 0.580714 2.190019 -0.979136 -0.146 -0.082 0.044
H 2.300015 0.832793 -0.669057 0.031 -0.060 0.102
H -2.106657 -2.389664 0.832052 0.156 0.046 -0.058
H -2.146260 -0.251040 -0.467264 0.138 -0.023 0.096
H -0.369696 -2.186404 1.128991 -0.095 0.005 -0.106
H 0.298699 -0.336509 -1.213242 0.002 0.018 0.158
H 2.875546 -0.455248 0.416278 -0.103 0.090 -0.035
H -1.014213 1.692335 -1.563201 0.081 0.017 0.133
H 2.634093 1.193785 1.037866 -0.080 -0.110 -0.114
H -0.803452 2.184994 0.135717 0.077 -0.064 -0.113

No. 3
29
Properties=species:S:1:pos:R:3:forces:R:3 method="wB97M-V/def2-TZVPD" homo_lumo_gap_ev=7.6 homo_energy_ev=-11.80 charge=+1
Sn 0.056880 -0.283365 1.508294 0.008 1.119 0.387
Cl 0.061813 -2.793722 3.182115 -0.002 -0.316 -0.379
Cl -0.015593 -1.202276 -1.938212 0.004 -0.132 0.090
Cl -0.035869 -4.201168 -2.899436 -0.002 -0.012 0.012
Cl 0.041398 -5.810015 2.265128 -0.003 -0.033 -0.015
Cl -0.007661 -6.491376 -0.785235 -0.003 0.001 -0.008
O 3.560580 2.152356 -0.064566 -0.138 -0.086 0.050
O -3.473868 2.185948 -0.194382 0.146 -0.063 0.067
O -2.185486 0.501872 0.536711 -0.110 -0.347 0.064
O 2.192804 0.538745 0.511205 0.058 -0.374 0.143
N 0.010116 1.878214 0.031680 0.005 -0.070 0.094
C 0.024099 -4.566465 1.091664 0.002 0.016 0.020
C -0.010007 -3.833739 -1.226851 0.000 0.020 -0.073
C -2.318598 1.629379 0.117257 -0.017 0.127 -0.154
C 0.000796 -2.512709 -0.792436 -0.011 0.046 -0.189
C 0.022947 -2.200372 0.549641 0.029 -0.061 -0.038
C 1.167923 3.921227 -0.314075 0.002 0.058 -0.010
C 0.033725 -3.232324 1.471225 0.002 0.022 0.200
C 0.002225 -4.860443 -0.275845 0.005 -0.013 0.022
C -0.039154 4.588626 -0.464945 0.003 0.056 0.000
C -1.224387 3.879817 -0.354689 0.003 0.027 -0.019
C 1.142713 2.556457 -0.074912 0.148 0.001 -0.031
C 2.345523 1.680045 0.143167 0.051 0.024 -0.133
C -1.138587 2.521480 -0.093996 -0.122 -0.029 -0.054
H 2.093958 4.479800 -0.360351 -0.004 -0.010 -0.032
H -4.186460 1.545191 -0.043230 -0.094 -0.024 0.025
H -2.186559 4.362210 -0.449777 0.006 -0.017 -0.017
H 3.557563 3.046255 -0.425921 0.034 0.078 -0.029
H -0.053335 5.653352 -0.653526 0.002 -0.008 0.008

No. 4
68
Properties=species:S:1:pos:R:3:forces:R:3 method="wB97M-V/def2-TZVPD" homo_lumo_gap_ev="5.8 / 5.5" homo_energy_ev="-7.12 / -7.12" multiplicity=4
Cr -0.595101 0.512762 -0.114481 0.048 -0.137 -0.481
S -0.523617 -2.573024 0.173770 0.004 -1.426 0.151
S 2.961407 -1.290636 0.630134 0.383 -0.078 -0.009
O -2.545807 -0.672557 6.284738 -0.167 -0.058 0.160
O -0.011154 -1.191994 -0.393247 -0.081 -0.058 -0.300
O 0.346127 -2.943307 1.274337 0.030 0.195 -0.103
O -1.899781 -2.374770 0.607921 -0.208 -0.102 0.053
O -0.444005 -3.468595 -0.967322 0.325 0.024 -0.398
O -0.383665 -0.057044 6.636868 0.113 0.010 0.251
N 1.183374 1.225301 0.576970 0.884 0.439 0.702
N -0.674473 4.435783 -1.393301 -0.026 -0.614 -0.100
N 2.994145 -2.232621 -1.875381 -0.410 -0.424 0.068
N 2.702712 -3.777625 -0.312568 -0.394 -0.129 -0.146
N -0.710847 2.173750 -3.857591 0.008 0.078 0.708
N -0.528670 0.867396 -2.091080 0.036 0.852 -1.418
N -0.843289 0.283994 1.749911 -0.311 -0.041 1.596
N -0.920637 2.576310 -0.221381 -0.267 1.202 -0.768
N -2.561022 0.023926 -0.114889 -0.828 -0.070 0.380
C 2.872837 -3.458476 -2.645659 0.084 0.129 -0.139
C -1.392310 -0.350422 5.988008 0.110 0.041 -0.788
C -0.718871 4.790547 -0.067970 -0.036 0.197 0.058
C -0.663055 2.127259 -2.502556 0.046 -0.882 -0.647
C 1.325868 1.103460 1.916342 0.231 0.220 -0.304
C 3.384773 2.322821 1.877026 -0.174 -0.052 -0.318
C 2.116179 1.901560 -0.092842 -0.100 -0.047 -0.159
C 2.821328 -2.459981 -0.556289 0.959 0.857 0.588
C 3.227632 2.454906 0.501284 0.046 0.075 0.147
C 2.411197 1.652426 2.589150 -0.008 -0.167 0.033
C 2.627802 -4.526452 -1.566711 -0.094 -0.108 0.262
C -0.871257 3.638362 0.635770 -0.083 -0.069 0.201
C -3.374162 -0.164480 -1.153509 -0.030 0.153 -0.186
C 0.185474 0.480728 2.589946 -0.276 -0.232 0.349
C -5.107927 -1.035605 0.225795 0.197 0.116 -0.104
C -4.647055 -0.677194 -1.036815 -0.024 -0.058 0.095
C -0.794793 3.086014 -1.449923 -0.023 0.519 1.047
C 0.065363 0.200387 3.939492 0.103 0.068 -0.568
C -2.015465 -0.189244 2.191443 0.108 -0.027 0.355
C -4.268829 -0.877572 1.307410 0.192 0.073 0.027
C -1.165642 -0.226401 4.419505 -0.144 0.006 0.634
C -2.988483 -0.372779 1.106498 -0.448 0.236 -0.224
C -2.217688 -0.435170 3.539798 0.153 0.051 -0.403
C 3.090539 -0.935718 -2.470884 0.081 -0.080 -0.039
C -0.508718 0.085084 -3.208026 -0.003 -0.298 0.014
C -0.619285 0.876780 -4.308257 0.063 -0.110 -0.177
H 3.403701 -5.294533 -1.568456 -0.110 -0.019 -0.132
H 0.888097 0.310258 4.630115 -0.070 0.073 0.147
H 3.949596 2.986185 -0.100445 0.032 -0.012 -0.022
H -6.101741 -1.438715 0.354527 -0.030 -0.046 0.018
H -0.630551 0.639362 -5.355226 -0.008 -0.007 -0.052
H 2.760070 -0.207273 -1.732676 0.048 0.003 -0.002
H -0.807319 2.992066 -4.433786 -0.028 -0.004 0.005
H -5.255928 -0.803217 -1.918858 -0.020 -0.006 -0.027
H 2.055890 -3.983650 0.448565 0.137 0.004 -0.080
H 2.473581 1.551684 3.662108 0.004 -0.024 0.030
H -0.947409 3.506117 1.700508 0.000 -0.007 0.063
H -3.160060 -0.780665 3.936857 -0.025 0.008 0.105
H 4.119593 -0.703032 -2.765500 -0.039 0.058 -0.054
H 2.043650 -3.383862 -3.356537 0.003 -0.033 0.011
H 2.444061 -0.890027 -3.351423 0.015 0.003 -0.060
H 1.947221 2.016713 -1.157179 0.058 -0.107 -0.045
H 1.645055 -4.981645 -1.661189 -0.044 -0.047 -0.095
H -0.449319 -0.986593 -3.113570 0.113 -0.085 -0.017
H 3.796154 -3.636409 -3.205804 -0.058 -0.082 -0.029
H -0.550593 5.063880 -2.168089 0.011 0.012 -0.003
H -2.986994 0.117726 -2.124233 0.000 -0.017 0.006
H 4.239058 2.758310 2.373319 0.040 -0.023 0.072
H -0.638805 5.813333 0.248492 -0.037 0.048 0.024
H -4.558134 -1.193907 2.297044 -0.061 0.039 0.037